The following is a quantum chemistry calculation of C42H41BF4N4OP2PdS as an isolated structure at a distorted geometry, from the Open Molecules 2025 dataset.

HOMO-LUMO gap   0.1658 Eh
Multiplicity   1
Energy relative to the best compared isomer or geometry (same formula, charge and spin)   0.842 eV
Net charge   +2
HOMO   -12.82 eV
M   905.1 g mol⁻¹

Atoms and positions in Å:
Pd1 0.0624 -0.3092 -0.0825
C1 -2.7163 2.3896 2.0245
C2 -2.0383 1.2814 1.3048
N1 -0.7595 1.2360 1.0886
N2 0.0359 2.2198 1.5188
C3 1.2600 2.0938 0.9900
O1 1.6263 1.0641 0.3197
C4 2.2110 3.1719 1.2561
C5 1.8850 4.2209 2.1171
C6 2.8067 5.2263 2.3467
C7 4.0446 5.1928 1.7174
C8 4.3730 4.1511 0.8575
C9 3.4597 3.1397 0.6275
C10 -2.7840 0.1870 0.6911
C11 -4.1662 0.2118 0.5842
C12 -4.8167 -0.8134 -0.0877
C13 -4.0677 -1.8343 -0.6468
C14 -2.6923 -1.7983 -0.5122
N3 -2.0705 -0.8399 0.1707
H1 -1.9977 3.0186 2.5361
H2 -3.4402 1.9929 2.7374
H3 -3.2606 3.0087 1.3051
H4 0.9179 4.2446 2.5967
H5 2.5603 6.0432 3.0111
H6 4.7564 5.9892 1.8907
H7 5.3361 4.1399 0.3657
H8 3.6932 2.3266 -0.0473
H9 -4.7214 1.0437 0.9900
H10 -5.8932 -0.7977 -0.1921
H11 -4.5282 -2.6425 -1.1960
H12 -2.0715 -2.5535 -0.9761
C15 6.4241 -2.6781 2.5747
S1 6.3548 -3.8136 1.1760
C16 4.6598 -3.5311 0.6155
C17 3.5906 -3.8676 1.6478
C18 2.1936 -3.9358 1.0555
N4 1.6480 -2.6124 0.6658
P1 1.2239 -2.0891 -0.8970
C19 2.6944 -1.7849 -1.8532
C20 3.3377 -0.5471 -1.8208
C21 4.5434 -0.3943 -2.4838
C22 5.1021 -1.4607 -3.1762
C23 4.4559 -2.6888 -3.2202
C24 3.2477 -2.8553 -2.5666
C25 0.2412 -3.3578 -1.6791
C26 0.0638 -3.3234 -3.0643
C27 -0.7434 -4.2684 -3.6731
C28 -1.3777 -5.2406 -2.9097
C29 -1.2125 -5.2726 -1.5303
C30 -0.4099 -4.3286 -0.9116
P2 0.8321 -1.5402 1.6614
C31 -0.1591 -2.4521 2.8338
C32 0.3957 -2.6452 4.1061
C33 -0.2582 -3.4539 5.0210
C34 -1.4604 -4.0570 4.6857
C35 -2.0140 -3.8676 3.4253
C36 -1.3664 -3.0695 2.4996
C37 1.9438 -0.5005 2.5684
C38 1.4339 0.3074 3.5914
C39 2.2769 1.1807 4.2529
C40 3.6177 1.2562 3.8923
C41 4.1213 0.4626 2.8673
C42 3.2858 -0.4075 2.1918
H13 7.4651 -2.6358 2.8891
H14 5.8265 -3.0193 3.4187
H15 6.1169 -1.6728 2.2824
H16 4.5436 -4.1863 -0.2516
H17 4.5702 -2.5057 0.2425
H18 3.6024 -3.1558 2.4784
H19 3.8193 -4.8473 2.0749
H20 1.4900 -4.3847 1.7623
H21 2.1895 -4.5608 0.1602
H22 2.8927 0.2915 -1.3044
H23 5.0424 0.5653 -2.4770
H24 6.0429 -1.3321 -3.6949
H25 4.8887 -3.5136 -3.7696
H26 2.7442 -3.8130 -2.6082
H27 0.5378 -2.5552 -3.6608
H28 -0.8820 -4.2420 -4.7451
H29 -2.0026 -5.9802 -3.3926
H30 -1.7003 -6.0371 -0.9404
H31 -0.2767 -4.3674 0.1634
H32 1.3317 -2.1771 4.3781
H33 0.1746 -3.6090 5.9998
H34 -1.9680 -4.6804 5.4099
H35 -2.9500 -4.3444 3.1670
H36 -1.7945 -2.9366 1.5260
H37 0.3904 0.2489 3.8784
H38 1.8906 1.8080 5.0444
H39 4.2749 1.9423 4.4103
H40 5.1641 0.5308 2.5880
H41 3.6666 -0.9966 1.3669
F1 -1.3616 1.3026 -1.5823
B1 -0.6555 0.6599 -2.6387
F2 0.7268 0.7758 -2.2812
F3 -0.9449 1.1348 -3.8624
F4 -0.9542 -0.7399 -2.4985